Formula: C26H52FN6O6P
Source: OMol25
Level of theory: ωB97M-V with the def2-TZVPD basis set

Element x y z (Å)
1 H 0.963 5.279 2.503
2 H 4.748 1.227 -2.108
3 C -6.205 1.587 0.680
4 H -7.354 -0.213 -1.992
5 H -1.728 3.820 3.790
6 O -3.688 -3.671 5.998
7 C -2.103 0.354 2.186
8 C 4.040 0.855 -4.531
9 H -0.047 1.090 5.639
10 N 5.800 -1.124 -7.886
11 H 5.129 0.876 -4.616
12 C 5.801 0.323 -7.770
13 C 0.275 -5.495 0.063
14 H -0.257 7.524 2.626
15 H 6.588 -2.836 -8.814
16 C -0.725 0.846 2.122
17 H 1.044 1.457 3.350
18 H -1.830 -5.700 5.817
19 H 1.321 -3.040 0.487
20 H -5.680 1.049 1.472
21 H -7.221 1.810 1.001
22 H -5.165 -0.217 -1.979
23 H 6.469 -1.390 -9.841
24 H 3.604 0.915 -5.525
25 C -1.228 -4.844 5.503
26 N -1.976 -4.061 4.538
27 O -2.597 5.370 4.768
28 O 2.374 3.880 -3.523
29 H -0.924 1.668 0.122
30 P 1.346 2.250 0.819
31 H 5.040 -2.931 -7.273
32 H -5.671 2.518 0.479
33 H -3.240 -0.695 6.242
34 H -2.732 0.141 1.266
35 H -0.295 -5.194 5.065
36 H -1.015 -4.229 6.380
37 C -1.814 4.907 3.959
38 N -6.222 0.773 -0.523
39 H 1.507 2.993 -0.394
40 H 4.803 0.703 -7.996
41 H 1.937 -6.425 -1.648
42 H 6.524 0.758 -8.458
43 H -2.088 -3.255 2.597
44 H 3.732 -0.081 -4.063
45 H 1.803 -4.960 -2.646
46 C -5.045 0.396 -1.071
47 C -0.602 0.879 4.697
48 F 2.670 1.225 1.053
49 O -3.945 0.685 -0.634
50 C -0.138 1.089 0.693
51 H -3.415 1.093 6.195
52 H -0.737 7.358 4.334
53 N -0.972 5.635 3.185
54 H 0.373 -6.577 -0.124
55 C 2.771 2.925 -4.166
56 H 0.088 0.156 0.121
57 H -0.167 3.930 2.259
58 H 0.080 -2.935 -0.775
59 C -1.988 0.422 4.710
60 N 3.608 1.968 -3.705
61 H 3.233 2.053 -1.659
62 H -3.654 -2.963 4.100
63 H -1.981 7.456 3.075
64 C -2.660 0.253 6.129
65 O 4.185 -1.378 -6.291
66 H -3.813 -0.214 3.567
67 H -8.064 -0.184 -0.363
68 C 1.083 -3.302 -0.546
69 H 1.805 -2.838 -1.217
70 H 4.625 3.003 -2.212
71 C 4.961 -1.844 -7.105
72 C 4.087 2.061 -2.339
73 C -3.166 -3.541 4.903
74 C -1.420 -3.860 3.209
75 H 7.728 -1.493 -8.583
76 H 2.465 2.764 -5.213
77 H -1.942 0.427 6.974
78 C -7.497 0.393 -1.098
79 H -0.290 5.378 1.234
80 C -0.982 7.081 3.307
81 H -1.276 -4.823 2.732
82 H 6.055 0.602 -6.746
83 C -0.003 1.077 3.365
84 O -0.515 -5.053 0.878
85 H -0.458 -3.350 3.300
86 C 6.698 -1.753 -8.836
87 N 1.110 -4.747 -0.694
88 C -2.762 0.131 3.468
89 C -0.064 5.014 2.241
90 H 3.051 -5.067 -1.376
91 H -8.055 1.293 -1.362
92 C 2.028 -5.339 -1.646

Frontier orbital gap   0.3188 Eh
SMILES string   Cc1ccc(CPF)cc1.CN(C)C=O.CN(C)C=O.CN(C)C=O.CN(C)C=O.CN(C)C=O.CN(C)C=O
LUMO level   0.315 eV

Calculated atomic charges, method Mulliken, unit e: atom 1 (H): 0.39, atom 2 (H): 0.39, atom 3 (C): -0.79, atom 4 (H): 0.29, atom 5 (H): 0.14, atom 6 (O): -0.64, atom 7 (C): -0.39, atom 8 (C): -0.86, atom 9 (H): 0.28, atom 10 (N): 0.12, atom 11 (H): 0.25, atom 12 (C): -0.83, atom 13 (C): 0.07, atom 14 (H): 0.39, atom 15 (H): 0.29, atom 16 (C): 0.59, atom 17 (H): 0.23, atom 18 (H): 0.30, atom 19 (H): 0.29, atom 20 (H): 0.16, atom 21 (H): 0.37, atom 22 (H): 0.27, atom 23 (H): 0.34, atom 24 (H): 0.29, atom 25 (C): -0.98, atom 26 (N): 0.22, atom 27 (O): -0.64, atom 28 (O): -0.59, atom 29 (H): 0.32, atom 30 (P): 0.19, atom 31 (H): 0.25, atom 32 (H): 0.29, atom 33 (H): 0.28, atom 34 (H): 0.24, atom 35 (H): 0.37, atom 36 (H): 0.30, atom 37 (C): 0.30, atom 38 (N): 0.12, atom 39 (H): 0.06, atom 40 (H): 0.28, atom 41 (H): 0.30, atom 42 (H): 0.38, atom 43 (H): 0.19, atom 44 (H): 0.31, atom 45 (H): 0.33, atom 46 (C): 0.12, atom 47 (C): -1.13, atom 48 (F): -0.36, atom 49 (O): -0.60, atom 50 (C): -0.56, atom 51 (H): 0.32, atom 52 (H): 0.30, atom 53 (N): 0.13, atom 54 (H): 0.28, atom 55 (C): 0.13, atom 56 (H): 0.42, atom 57 (H): -0.35, atom 58 (H): 0.29, atom 59 (C): 1.11, atom 60 (N): 0.22, atom 61 (H): 0.13, atom 62 (H): 0.32, atom 63 (H): 0.30, atom 64 (C): -1.32, atom 65 (O): -0.52, atom 66 (H): 0.43, atom 67 (H): 0.34, atom 68 (C): -0.98, atom 69 (H): 0.42, atom 70 (H): 0.32, atom 71 (C): 0.10, atom 72 (C): -0.92, atom 73 (C): 0.09, atom 74 (C): -1.03, atom 75 (H): 0.33, atom 76 (H): 0.27, atom 77 (H): 0.31, atom 78 (C): -0.93, atom 79 (H): 0.38, atom 80 (C): -1.01, atom 81 (H): 0.63, atom 82 (H): 0.19, atom 83 (C): -0.32, atom 84 (O): -0.57, atom 85 (H): 0.26, atom 86 (C): -0.92, atom 87 (N): 0.14, atom 88 (C): -0.71, atom 89 (C): -0.29, atom 90 (H): 0.33, atom 91 (H): 0.34, atom 92 (C): -0.93